Version one
Entry from OMol25: an isolated ion of composition C5H9IN and charge +1 (the ωB97M-V functional and the def2-TZVPD basis).

The geometry in XYZ format:
```
16
Properties=species:S:1:pos:R:3:mulliken_charge:R:1
I 1.38 -2.45 0.66 0.595
N 0.95 -0.13 -0.94 0.234
C -0.54 -0.60 -0.83 -0.907
C -1.01 -0.68 0.63 -0.324
C 1.99 -1.18 -0.91 -0.539
C 1.29 0.89 0.02 -0.834
C -0.46 -1.81 1.37 -0.507
H -0.71 -2.28 2.33 0.470
H 2.27 1.38 -0.18 0.298
H -0.82 0.28 1.01 0.331
H -2.07 -0.67 0.44 0.366
H -0.73 -1.45 -1.40 0.444
H -1.16 0.14 -1.45 0.405
H 1.44 0.52 1.15 0.291
H 1.01 0.23 -1.81 0.199
H 0.47 1.53 0.05 0.479
```

Calculated values
- Charge: +1
- HOMO-LUMO gap (spin up / spin down): 7.6 / 8.9 eV



Version two
Entry from OMol25: an isolated ion of composition C5H9IN and charge +1 (the ωB97M-V functional and the def2-TZVPD basis).

The geometry in XYZ format:
```
16
Properties=species:S:1:pos:R:3:mulliken_charge:R:1
I -0.37 2.08 2.92 0.227
N 0.84 -0.67 -0.23 -0.273
C 1.19 0.33 0.83 -0.723
C -0.85 1.55 -0.19 -0.750
C -1.32 0.26 0.36 0.158
C -0.57 -1.06 -0.22 -0.757
C -0.27 1.04 1.11 0.025
H 1.69 -1.43 -0.24 0.410
H 0.97 -0.04 -1.12 0.425
H -1.55 2.42 -0.14 0.279
H 1.65 -0.12 1.84 0.416
H 2.05 0.97 0.35 0.318
H -0.71 -1.96 0.24 0.420
H -0.87 -1.23 -1.37 0.302
H -2.28 0.17 0.89 0.394
H -0.25 1.57 -1.18 0.132
```

Calculated values
- SMILES: I[C@@]12C[NH2+]C[C@@H]1C2
- Charge: +1
- HOMO-LUMO gap: 9.2 eV



version two (0.1967 hartree below the next structure)



Version one
Entry from OMol25: one molecule with the formula C4H4N2O2 (the ωB97M-V functional and the def2-TZVPD basis).

The geometry in XYZ format:
```
12
Properties=species:S:1:pos:R:3:mulliken_charge:R:1
O -0.06 -1.01 0.33 -0.188
O -3.33 -0.03 -0.14 -0.514
N -1.51 -1.23 -0.06 -0.285
N -0.97 1.02 0.28 -0.603
C 0.11 0.25 0.32 0.798
C 2.32 -0.38 -0.05 -0.510
C -1.95 -0.09 -0.07 0.469
C 1.42 0.57 -0.14 -0.332
H 3.38 -0.16 -0.23 0.294
H 1.86 1.59 -0.53 0.256
H 2.18 -1.59 -0.05 0.200
H -3.46 1.06 0.33 0.416
```

Calculated values
- SMILES: C=Cc1nc(O)no1
- HOMO-LUMO gap: 9.9 eV



Version two
Entry from OMol25: one molecule with the formula C4H4N2O2 (the ωB97M-V functional and the def2-TZVPD basis).

The geometry in XYZ format:
```
12
Properties=species:S:1:pos:R:3:mulliken_charge:R:1
O -0.30 -1.07 -0.21 -0.321
O 0.29 1.27 -0.05 -0.191
N -1.18 1.37 -0.26 -0.437
N -1.63 -0.83 -0.11 -0.136
C 3.11 -0.11 -0.45 -0.397
C 0.55 0.04 0.54 0.571
C -1.89 0.34 -0.08 -0.051
C 1.93 -0.16 0.24 -0.351
H 0.25 -0.09 1.48 0.327
H -2.35 -1.70 -0.38 0.353
H 4.20 0.41 -0.61 0.290
H -2.99 0.52 -0.11 0.342
```

Calculated values
- SMILES: C#C[C@H]1ON=CNO1
- HOMO-LUMO gap: 8.6 eV



version one (0.1829 hartree below the next structure)